Computed, not measured: an isolated ion of composition C6H11BrN6 and charge +2, with wB97M-V/def2-TZVPD.

Geometry as XYZ:
```
24
Properties=species:S:1:pos:R:3:forces:R:3:nbo_charge:R:1
Br -5.3000 -0.2981 0.1631 1.63 0.27 -1.18 0.251
C -3.7842 0.0028 -1.0588 -1.56 0.06 3.74 0.036
N -2.7321 0.4872 -0.5913 1.04 0.17 0.90 0.043
N -1.9433 1.1711 -0.0228 -1.55 0.69 -1.88 0.079
C -0.6317 0.8523 0.5786 0.33 -4.82 -3.07 0.078
C 0.3718 1.6558 -0.2454 -0.46 0.36 0.71 -0.436
C 1.7364 1.6234 0.4606 -0.40 0.99 0.13 -0.459
C 2.5577 0.6632 -0.3543 -0.67 1.87 0.03 0.139
N 2.5569 -0.5393 -0.1091 -0.53 -1.42 0.74 0.103
N 2.4767 -1.6281 0.3281 1.64 -0.42 -0.12 0.086
C 1.2815 -2.4417 0.1583 -1.15 -0.14 -0.84 -0.147
N 0.2078 -1.5979 -0.3750 -0.32 2.30 2.52 -0.475
N -0.4045 -0.5964 0.7522 0.94 -1.72 -1.30 -0.558
H -3.9259 -0.3286 -2.0205 0.00 -0.39 -2.35 0.276
H -0.8487 1.2324 1.5041 0.34 1.14 2.79 0.256
H -0.0775 2.5995 -0.2336 -0.18 2.13 0.60 0.268
H 0.3100 1.5619 -1.3194 0.44 -1.24 -0.36 0.259
H 2.1193 2.6175 0.7923 0.39 -0.51 -1.57 0.305
H 1.5172 1.2956 1.4356 0.07 -1.37 1.26 0.246
H 2.7916 0.9819 -1.3417 0.88 0.04 -0.76 0.276
H 1.4843 -3.3343 -0.5580 -0.10 1.62 1.11 0.306
H 1.1902 -2.8615 1.1796 -0.40 0.07 -0.41 0.254
H -0.5248 -2.1232 -0.8320 -0.33 -0.01 0.48 0.403
H -0.4287 -0.9955 1.7096 -0.04 0.34 -1.17 0.413
```
Positions in Å, forces in eV/Å.

Computed properties:
SMILES	BrC=[N+]=N[C@@H]1CCC=[N+]=NCNN1
total charge	+2
spin multiplicity	1
HOMO	-17.14	eV
energy relative to the best compared isomer or geometry (same formula, charge and spin)	3.24	kcal/mol
gap between HOMO and LUMO	8.035	eV
electronic energy	-85358.601	eV
maximum force	0.111	Eh/bohr